(1)
Computed, not measured: a structure of composition C27H36ClIrO3P2Si in a non-equilibrium geometry, with wB97M-V/def2-TZVPD.

- expectation value of S² = 8.792
- frontier orbital gap (spin up / spin down) (Ha) = 0.2241 / 0.1504
- HOMO energy (spin up / spin down) (hartree) = -0.5403 / -0.6233

```
! wB97M-V def2-TZVPD RIJCOSX def2/J DEFGRID3
* xyz 3 6
C -4.4768 -4.8456 -4.7211
C -3.7385 -4.1611 -3.6206
H -5.5478 -4.7119 -4.5588
H -4.2337 -5.9158 -4.7201
H -4.1827 -4.4036 -5.6793
O -4.1972 -3.6542 -2.6217
Cl -1.9712 -4.1320 -3.9310
Ir -1.1341 -0.5482 -0.3011
P -1.0412 -2.7256 0.3713
C -1.8310 -2.6169 2.0067
C -1.9147 -4.0283 -0.4933
H -1.8591 -4.9550 0.0901
H 0.6462 -4.2484 1.1800
H -1.4453 -4.1731 -1.4705
H 1.0644 -3.5409 -0.4137
H -2.9010 -2.4296 1.8603
H -2.9592 -3.7479 -0.6525
C 0.6570 -3.3278 0.5819
H -1.6800 -3.5640 2.5331
H 1.2790 -2.5626 1.0585
H -1.3977 -1.7817 2.5687
P -1.3212 0.4507 -2.3477
C -2.1183 2.0137 -1.8515
C 0.3105 0.9497 -2.9679
H -1.7777 -1.2080 -4.0257
H -2.1979 0.4627 -4.5667
H -3.2721 -0.4309 -3.4368
C -2.2319 -0.2530 -3.7332
H 0.8459 0.0485 -3.2897
H 0.1633 1.6295 -3.8168
H -2.0590 2.7048 -2.6975
H -1.6009 2.4288 -0.9754
H 0.8935 1.4478 -2.1830
H -3.1627 1.8127 -1.5888
C -2.8491 -0.1985 0.2266
O -3.9121 0.1032 0.6274
O 0.9064 -0.2733 -0.0541
Si 1.4356 0.9603 0.8644
C 1.4805 0.7279 2.7455
C 1.9229 1.7905 3.5426
C 2.0558 1.6394 4.9288
C 1.6883 0.4412 5.5454
C 1.1876 -0.6050 4.7626
C 1.0896 -0.4612 3.3677
C 3.2267 1.2342 0.3738
C 3.5968 1.9282 -0.7854
C 4.9358 1.9808 -1.1882
C 5.9235 1.3519 -0.4248
C 5.5543 0.6416 0.7220
C 4.2162 0.5909 1.1277
C 0.3720 2.4978 0.7662
C 0.7025 3.6002 -0.0315
C -0.0264 4.7935 0.0525
C -1.0958 4.8933 0.9486
C -1.4451 3.7929 1.7422
C -0.7346 2.5939 1.6227
H 2.1627 2.7512 3.0855
H 2.4401 2.4650 5.5231
H 1.7968 0.3179 6.6267
H 0.8760 -1.5397 5.2369
H 0.6971 -1.2842 2.7637
H 2.8491 2.4537 -1.3787
H 5.2051 2.5398 -2.0840
H 6.9735 1.4346 -0.7101
H 6.3088 0.1356 1.3189
H 3.9364 0.0790 2.0516
H 1.5607 3.5597 -0.6985
H 0.2710 5.6504 -0.5639
H -1.6444 5.8338 1.0442
H -2.2537 3.8629 2.4750
H -1.0174 1.7338 2.2406
*
```

---

(2)
Computed, not measured: a structure of composition C27H36ClN3O6SSi2Zr in a non-equilibrium geometry, with wB97M-V/def2-TZVPD.

- frontier orbital gap (Ha) = 0.2765
- HOMO energy (hartree) = -0.3037
- energy above the lowest of the compared OMol25 structures with the same formula, charge and spin (kcal/mol) = 13.1

```
! wB97M-V def2-TZVPD RIJCOSX def2/J DEFGRID3
* xyz 0 1
Zr -1.1419 0.2584 0.0739
C 0.3158 -0.5730 3.7599
Si -0.8169 0.7129 3.1088
C -1.6278 1.6334 4.4649
C 0.1983 1.8534 1.9794
N -1.9259 0.0049 1.9315
C -2.4221 -1.3431 2.0703
C -2.8362 -1.8684 3.2836
C -3.2604 -3.1870 3.3945
C -3.2624 -3.9933 2.2700
C -2.8480 -3.4812 1.0447
C -2.4273 -2.1609 0.9177
N -2.0103 -1.5643 -0.3166
Si -1.6501 -2.3016 -1.8683
C 0.1673 -2.4385 -2.2143
C -2.3923 -3.9469 -2.2370
C -2.2867 -1.0947 -3.1379
H 1.1871 -0.1049 4.2380
H 0.6659 -1.2055 2.9405
H -0.1755 -1.2165 4.5008
H -0.9296 2.3658 4.8940
H -1.9421 0.9481 5.2639
H -2.5122 2.1778 4.1078
H 1.1972 1.4398 1.8555
H 0.3197 2.8815 2.3262
H -0.2394 2.0084 0.9845
H -2.8245 -1.2237 4.1614
H -3.5772 -3.5754 4.3537
H -3.5822 -5.0279 2.3371
H -2.8459 -4.1242 0.1722
H 0.7367 -2.7848 -1.3471
H 0.5842 -1.4852 -2.5469
H 0.3156 -3.1534 -3.0338
H -1.9292 -4.7557 -1.6583
H -2.2253 -4.1498 -3.3022
H -3.4742 -3.9625 -2.0466
H -1.7680 -0.1285 -3.0928
H -3.3648 -0.9264 -3.0335
H -2.1034 -1.4951 -4.1425
N -3.2408 1.0291 -0.7956
C -2.6735 2.2778 -0.3770
C -1.7740 2.9169 -1.2334
C -1.0905 4.0380 -0.7949
C -1.2827 4.5087 0.5020
C -2.2395 3.9110 1.3245
C -2.9306 2.7968 0.8916
S -0.1205 5.6844 1.2040
O -0.9221 6.4207 2.1547
O 0.8704 4.7963 1.8005
O 0.3450 6.4216 0.0527
H -3.9942 0.7337 -0.2014
H -3.5371 1.0511 -1.7515
H -1.6502 2.5516 -2.2421
H -0.3761 4.5477 -1.4343
H -2.4009 4.3222 2.3193
H -3.6508 2.3057 1.5292
C 5.7457 0.7201 -0.8690
C 5.3430 -0.2830 -1.9264
C 6.1534 -0.5025 -3.0370
C 5.8303 -1.4681 -3.9749
Cl 6.8773 -1.7128 -5.3453
C 4.6957 -2.2521 -3.8286
C 3.8697 -2.0295 -2.7371
C 4.1871 -1.0464 -1.8174
O 3.3404 -0.9017 -0.7383
C 2.7494 0.3732 -0.6038
C 1.2636 0.2038 -0.4867
O 0.7530 -0.6068 0.3618
O 0.4653 0.9187 -1.1898
H 6.8269 0.8659 -0.8786
H 5.4623 0.3751 0.1277
H 5.2847 1.6996 -1.0297
H 7.0632 0.0783 -3.1587
H 4.4632 -3.0220 -4.5580
H 2.9676 -2.6175 -2.5878
H 2.9586 1.0294 -1.4426
H 3.0817 0.8532 0.3149
*
```

---

(3)
Computed, not measured: a structure of composition C27H36CrN2O2PS, with wB97M-V/def2-TZVPD.

- expectation value of S² = 6.017
- frontier orbital gap (spin up / spin down) (Ha) = 0.2872 / 0.2933
- HOMO energy (spin up / spin down) (hartree) = -0.3917 / -0.4033

```
! wB97M-V def2-TZVPD RIJCOSX def2/J DEFGRID3
* xyz 1 5
Cr 0.5920 0.7330 0.6820
C -1.8963 3.6246 2.6683
C -0.6137 2.9662 2.2574
O -0.6969 1.7762 1.8774
C 0.6422 3.6807 2.3379
C 0.7100 4.8416 3.1440
C 1.8904 5.5043 3.3392
C 3.0450 5.0172 2.7022
C 3.0085 3.9105 1.8907
C 1.8041 3.2180 1.6762
O 1.8135 2.2078 0.8317
H -2.7346 3.0252 2.3273
H -1.9588 4.6366 2.2721
H -1.9476 3.6960 3.7576
H -0.1848 5.1987 3.6359
H 1.9353 6.3797 3.9712
H 3.9884 5.5296 2.8508
H 3.8966 3.5481 1.3901
S -1.2930 -5.1264 3.1296
C -0.9095 -3.5552 2.3850
C -0.6866 -2.4352 3.1724
C -0.3703 -1.2374 2.5558
N -0.2645 -1.1129 1.2248
C -0.4853 -2.1938 0.4702
C -0.8023 -3.4239 1.0073
C -2.9270 -5.3685 2.4611
C -3.1233 -6.0800 1.2866
C -4.4192 -6.2230 0.8110
N -5.4928 -5.7199 1.4216
C -5.2868 -5.0593 2.5622
C -4.0326 -4.8585 3.1213
H -0.7644 -2.4875 4.2494
H -0.2193 -0.3371 3.1384
H -0.3994 -2.0615 -0.5998
H -0.9649 -4.2700 0.3538
H -2.2912 -6.5315 0.7623
H -4.6004 -6.7727 -0.1056
H -6.1673 -4.6685 3.0587
H -3.9225 -4.3199 4.0531
C 2.3714 -1.7943 -1.5716
C 1.4315 -1.0275 -2.5147
C 2.0311 -1.0195 -3.9245
P 0.9472 0.5945 -1.7834
C 2.1432 1.9093 -2.2363
C 3.5625 1.5175 -1.8148
C 2.1089 2.4400 -3.6692
C -0.6733 1.0836 -2.5264
C -1.8397 0.5088 -1.7185
C -0.8727 0.7551 -4.0077
H 2.4210 -2.8452 -1.8641
H 2.0615 -1.7525 -0.5263
H 3.3844 -1.3929 -1.6239
H 0.4768 -1.5686 -2.5566
H 3.0097 -0.5390 -3.9285
H 1.4057 -0.5253 -4.6613
H 2.1802 -2.0502 -4.2544
H 1.8254 2.7156 -1.5696
H 4.0004 0.7959 -2.5071
H 3.6008 1.1025 -0.8080
H 4.1994 2.4039 -1.8262
H 2.3707 1.6838 -4.4087
H 2.8403 3.2466 -3.7594
H 1.1386 2.8592 -3.9355
H -0.6835 2.1725 -2.4031
H -1.8889 -0.5803 -1.8168
H -2.7833 0.9022 -2.1020
H -1.7978 0.7510 -0.6534
H -0.9241 -0.3252 -4.1646
H -0.0936 1.1554 -4.6510
H -1.8247 1.1719 -4.3439
*
```

---

(4)
Computed, not measured: a structure of composition C27H36CuN5O5S, with wB97M-V/def2-TZVPD.

- expectation value of S² = 1.140
- frontier orbital gap (spin up / spin down) (Ha) = 0.2284 / 0.2715
- HOMO energy (spin up / spin down) (hartree) = -0.1381 / -0.1936
- energy above the lowest of the compared OMol25 structures with the same formula, charge and spin (kcal/mol) = 0.0

```
! wB97M-V def2-TZVPD RIJCOSX def2/J DEFGRID3
* xyz -1 2
Cu -0.7779 -0.9158 -0.3471
O -1.2973 -3.0357 5.2818
C -0.1354 -3.5249 4.9079
O 0.5084 -4.2895 5.5984
C 0.3805 -3.1026 3.5774
C 1.5877 -3.5367 3.0794
N 1.7272 -2.9761 1.8648
N 0.6851 -2.2016 1.5300
C -0.1426 -2.2654 2.5589
C -1.4414 -1.5112 2.5127
O -2.1916 -1.6232 3.5042
O -1.6791 -0.8409 1.4882
H -1.6934 -2.4260 4.5544
H 2.3195 -4.1908 3.5150
H 2.4868 -3.0953 1.2134
C -4.1782 3.3439 -1.0071
C -3.3451 3.4257 -2.1163
C -2.2466 2.5940 -2.2419
C -1.9647 1.6519 -1.2449
C -2.8003 1.5734 -0.1258
C -3.8947 2.4115 -0.0165
N -0.8645 0.7916 -1.2919
N -0.0938 0.9608 -2.3531
C 1.0431 0.2209 -2.3415
C 1.9065 0.3422 -3.4570
C 3.0887 -0.3442 -3.4695
C 3.4200 -1.1547 -2.3737
C 2.5139 -1.2225 -1.3353
N 1.3583 -0.5723 -1.2966
H -5.0372 3.9953 -0.9175
H -3.5535 4.1485 -2.8956
H -1.5970 2.6510 -3.1029
H -2.5780 0.8507 0.6509
H -4.5303 2.3352 0.8561
H 1.6014 0.9870 -4.2688
H 3.7631 -0.2606 -4.3139
H 4.3469 -1.7081 -2.3357
H 2.7360 -1.8279 -0.4636
C -3.8514 -2.0912 -0.8412
C -2.9076 -2.2608 -2.0317
C -3.0713 -3.6722 -2.6216
C -3.2523 -1.2252 -3.1150
C -1.4758 -2.1041 -1.6299
H -4.8936 -2.0814 -1.1700
H -3.6435 -1.1613 -0.3119
H -3.7206 -2.9048 -0.1284
H -4.1176 -3.8453 -2.8841
H -2.7717 -4.4324 -1.9002
H -2.4653 -3.7924 -3.5202
H -4.2516 -1.4231 -3.5100
H -2.5385 -1.2661 -3.9383
H -3.2403 -0.2136 -2.7048
H -0.8430 -2.3059 -2.5085
C 4.5252 0.2277 1.8207
C 4.2449 1.7135 1.9995
C 2.9548 1.9713 2.7639
S 1.4822 1.3632 1.8572
O 0.5738 0.8238 2.9011
C 0.7882 2.9826 1.4093
C 1.6851 3.8717 0.5607
C 2.0387 3.2907 -0.7976
H 5.4421 0.0656 1.2546
H 3.7086 -0.2566 1.2874
H 4.6294 -0.2635 2.7893
H 4.1971 2.2002 1.0220
H 5.0736 2.1824 2.5388
H 2.8233 3.0255 3.0078
H 2.9146 1.3949 3.6899
H 0.5293 3.4461 2.3641
H -0.1372 2.7307 0.8855
H 2.5983 4.1149 1.1120
H 1.1592 4.8191 0.4170
H 2.5156 2.3151 -0.7077
H 2.7203 3.9510 -1.3334
H 1.1468 3.1523 -1.4036
*
```

---

It is found that the energy values, taken in the order of the records, are -76514.07004 -85737.67617 -84200.68186 -101746.20259 eV.